1.
# C4H6NaO2

A molecular structure, C4H6NaO2 (ωB97M-V/def2-TZVPD, OMol25).

The geometry in XYZ format:
```
13
Properties=species:S:1:pos:R:3
C 0.51927 0.96464 -0.49551
O 1.59793 0.92854 -1.35625
H 0.47750 1.83317 0.16535
H 2.13590 1.72357 -1.27278
C -0.55502 -1.21043 2.12776
C -0.98316 -0.50810 1.03969
C -0.14652 -0.29049 -0.17135
O -0.69332 0.63886 -1.15723
Na 0.24746 0.49307 -3.29169
H 0.26671 -1.92315 1.98549
H -1.54981 0.37862 1.37627
H -1.58886 -1.83472 1.67837
H 0.27192 -1.19359 -0.62812
```

HOMO energy (alpha / beta) (eV): -11.80 / -11.80
Total charge: +1
E_LUMO (alpha / beta) (eV): -4.4 / -4.4
Gap between HOMO and LUMO (alpha / beta) (eV): 7.3496 / 7.3503

---

2.
# C3H7NS2

A molecular structure, C3H7NS2 (ωB97M-V/def2-TZVPD, OMol25).

The geometry in XYZ format:
```
13
Properties=species:S:1:pos:R:3
C 2.39157 0.06487 -0.90140
C 0.07457 0.03199 -0.01342
C -2.63390 -0.19499 0.94461
H 2.41394 -1.07725 -0.91105
H 3.45886 0.40741 -0.51533
H 1.98755 0.49384 -1.81474
H 1.36468 1.14744 0.67600
H -3.60955 0.91879 1.03682
H -2.74855 -1.24797 1.82360
H -2.59521 -0.76492 -0.37294
N 1.34600 0.46658 0.03049
S -0.28400 -0.99882 -1.16081
S -1.16596 0.75304 1.17817
```

HOMO energy (eV): -8.49
E_LUMO (eV): 0.6
Gap between HOMO and LUMO (eV): 9.1256

---

3.
# C50H74N11O13

13 unconnected molecules or ions with the total composition C50H74N11O13 (ωB97M-V/def2-TZVPD, OMol25).

The geometry in XYZ format:
```
148
Properties=species:S:1:pos:R:3
C 7.91133 13.40516 -20.31116
C 9.19269 12.83634 -19.64065
C 9.18390 12.84053 -18.12126
N 10.30326 11.95265 -17.52199
C 10.38749 12.22136 -15.98458
C 10.92096 13.73065 -15.71978
C 12.34298 13.76199 -16.34724
C 12.31447 13.56510 -17.93927
C 11.68135 12.13045 -18.20344
C 9.99208 10.39101 -17.50230
H 7.05020 12.83893 -19.95630
H 8.01020 13.33108 -21.39413
H 7.85871 14.41664 -19.90836
H 10.05349 13.30302 -20.11955
H 9.32146 11.78198 -19.88530
H 8.34760 12.22598 -17.78804
H 9.29878 13.80499 -17.62656
H 9.37667 12.01281 -15.63406
H 11.01545 11.50400 -15.45622
H 10.36539 14.49506 -16.26305
H 10.73653 14.04928 -14.69384
H 12.87746 14.71036 -16.29220
H 12.93536 12.98436 -15.86510
H 11.62260 14.25778 -18.41844
H 13.32500 13.55983 -18.34779
H 11.74147 11.93335 -19.27378
H 12.35191 11.35219 -17.83910
H 10.85216 9.85317 -17.10345
H 9.86649 10.13506 -18.55434
H 9.04816 10.16278 -17.00730
C 6.64407 16.34420 -21.96542
O 5.74140 16.72491 -21.13728
N 6.46449 15.31999 -22.73027
N 7.84604 16.81285 -22.06346
H 5.76396 14.59255 -22.71690
H 7.32464 15.18708 -23.24271
H 8.23030 17.45115 -21.38154
H 8.55797 16.38516 -22.63821
C 9.89664 8.74250 -13.39883
O 10.48851 9.47025 -12.72178
N 9.87117 7.45937 -13.30766
N 9.03466 9.11552 -14.27751
H 10.34489 6.88187 -12.62781
H 9.21236 7.12941 -13.99845
H 8.30702 8.47426 -14.55935
H 8.93056 10.10428 -14.45528
C 5.48914 15.36069 -17.68136
O 5.40951 15.16469 -16.53617
N 6.41595 16.06455 -18.23613
N 4.63631 14.84859 -18.61177
H 6.56667 16.32941 -19.19906
H 7.06175 16.45228 -17.56330
H 4.71981 14.99603 -19.60745
H 3.87452 14.40329 -18.12035
C 12.82968 16.08213 -12.86915
C 13.85790 15.53125 -13.53893
C 14.02980 14.12299 -13.56796
C 13.10661 13.22454 -12.96139
C 12.10198 13.77504 -12.25113
C 11.99428 15.20015 -12.18388
O 10.91215 15.62907 -11.42506
O 15.20757 13.70861 -14.22721
H 12.67192 17.14971 -12.91141
H 14.54844 16.19208 -14.04178
H 13.25806 12.15580 -12.99698
H 11.36322 13.08014 -11.88001
H 10.16709 15.34084 -11.95742
H 15.52552 12.95439 -13.72555
C 5.52799 6.29279 -14.45906
C 5.62690 7.39141 -15.41228
C 6.64364 7.33343 -16.33051
C 7.51724 6.23639 -16.38677
C 7.43790 5.23341 -15.50247
C 6.47689 5.28215 -14.50789
O 6.44621 4.24237 -13.57748
O 6.92134 8.47346 -17.12047
H 4.83820 6.38778 -13.63348
H 4.98181 8.25290 -15.50225
H 8.27094 6.28724 -17.15862
H 8.17514 4.45464 -15.63047
H 7.17569 3.61871 -13.59974
H 6.53171 9.30495 -16.84043
C 12.17709 17.00490 -18.73983
C 13.46472 17.48713 -18.45804
C 13.67805 17.97585 -17.11422
C 12.75565 17.84620 -16.08695
C 11.59600 17.26839 -16.36392
C 11.24631 16.97276 -17.71590
O 9.93821 16.66289 -18.01169
O 14.96414 18.34261 -16.75742
H 11.99619 16.66036 -19.74729
H 14.29005 17.53610 -19.15291
H 13.09078 17.93305 -15.06394
H 10.85067 16.97941 -15.63772
H 9.43938 16.86837 -17.21762
H 15.24740 18.19257 -15.85252
C 15.14343 16.12907 -22.73953
C 13.82611 15.89255 -22.36825
C 13.52083 14.72482 -21.66283
C 14.45245 13.75836 -21.31028
C 15.84532 13.92728 -21.70922
C 16.11079 15.13559 -22.41908
O 17.32754 15.30407 -22.94436
O 12.19961 14.71045 -21.18328
H 15.31907 17.10226 -23.17365
H 13.05362 16.64628 -22.40764
H 14.05925 12.94939 -20.71247
H 16.60417 13.21080 -21.43141
H 17.87715 14.51884 -22.89017
H 11.75791 15.10441 -21.93912
C 6.69450 7.64620 -20.50837
C 6.09045 8.14155 -21.63936
C 6.78352 8.81107 -22.57677
C 8.16322 9.07136 -22.43412
C 8.82947 8.57998 -21.26556
C 8.02422 7.84208 -20.36766
O 8.52863 7.52623 -19.14579
O 6.28168 9.31815 -23.71916
H 6.19452 7.16497 -19.68082
H 5.02623 8.00147 -21.75869
H 8.61304 9.70820 -23.18144
H 9.89156 8.72989 -21.13943
H 7.88998 7.73380 -18.45976
H 5.37045 9.13111 -23.95639
C 13.17817 11.25770 -23.19757
C 12.06079 10.98837 -22.29815
N 11.13422 10.75064 -21.67217
H 14.06296 11.21944 -22.56212
H 12.97877 12.29839 -23.45309
H 13.39170 10.67603 -24.09433
C 16.58726 15.65127 -16.47289
C 16.65338 14.49466 -17.38488
N 16.65378 13.53965 -18.04892
H 16.87379 16.61081 -16.90335
H 17.16349 15.33195 -15.60451
H 15.53141 15.77552 -16.23237
C 9.10543 12.81326 -24.47777
C 10.21057 12.50235 -25.39703
N 11.19067 12.26800 -26.05210
H 8.81152 13.85815 -24.57732
H 9.57671 12.76618 -23.49605
H 8.27726 12.15044 -24.72858
C 14.04679 7.87939 -17.17703
C 14.31618 9.16745 -16.55285
N 14.50961 10.21238 -16.19107
H 14.86892 7.68932 -17.86701
H 13.13908 7.87360 -17.78046
H 13.97547 7.00150 -16.53490
```

HOMO energy (eV): -10.00
Total charge: +1
E_LUMO (eV): -2.3
Gap between HOMO and LUMO (eV): 7.7412

---

Ordered calculated total energy results: -468.405664 -969.473229 -3529.726320; unit Ha.
Ordered maximum force results: 3.6 4.9 7.3; unit eV Å⁻¹.